(a)
Density functional theory data (ωB97M-V/def2-TZVPD) for an isolated ion of composition C8H10N3O and charge +1.

```
22
C8H10N3O, DFT ωB97M-V/def2-TZVPD
C 2.1945 -1.1388 -0.4682
C 2.3512 -1.5470 0.8469
C 1.1028 -0.3665 -0.8332
C 1.4141 -1.1955 1.8059
C 0.1566 0.0054 0.1142
C 0.3212 -0.4289 1.4390
C -1.7398 0.5761 2.0363
C -1.0305 0.8446 -0.1650
N -0.6704 -0.0784 2.3822
N -0.8495 2.1752 -0.5822
N -2.0140 0.1920 -1.1486
O -2.7781 1.0046 2.3864
H 2.9224 -1.4204 -1.2117
H 3.2043 -2.1427 1.1287
H 0.9971 -0.0266 -1.8528
H 1.5398 -1.5136 2.8281
H -0.5278 -0.3958 3.3401
H 0.0971 2.5167 -0.4964
H -1.5017 2.8378 -0.1817
H -2.9197 -0.0019 -0.7092
H -1.6308 -0.6815 -1.5319
H -2.1516 0.8727 -1.9112
```

Results
2S+1   1
Net charge   +1
LUMO   -3.12 eV

(b)
Density functional theory data (ωB97M-V/def2-TZVPD) for an isolated ion of composition C8H10N3O and charge +1.

```
22
C8H10N3O, DFT ωB97M-V/def2-TZVPD
C 1.4321 1.6662 -1.2450
C 0.4302 0.9770 -0.4029
C 0.5337 -0.6465 -0.5503
O 1.5928 -1.1873 -1.1131
N 1.5487 -2.5104 -0.7660
C 0.4657 -2.7388 0.0331
N 0.3643 -3.9134 0.7379
C -0.2463 -1.4962 0.1755
C -1.4119 -0.8454 0.8146
C -1.5247 0.5399 0.8779
N -0.5745 1.3656 0.3121
C -0.8603 2.7812 0.4019
H 1.8133 2.6056 -0.9093
H 2.3040 1.1143 -1.6085
H 0.9439 1.9020 -2.2474
H -0.5380 -4.4388 0.9297
H 1.2156 -4.4947 0.6972
H -2.3101 -1.3536 1.0690
H -2.2941 1.0231 1.4041
H -0.0192 3.4069 0.5361
H -1.4776 3.2909 -0.3925
H -1.3878 2.9527 1.2459
```

Results
2S+1   1
Net charge   +1
LUMO   -4.51 eV

Most stable structure, least stable structure: (a), (b).

(a)
Density functional theory data (ωB97M-V/def2-TZVPD) for C29H45AsBrN5OPdS4Si2Te as an isolated structure.

```
90
C29H45AsBrN5OPdS4Si2Te, DFT ωB97M-V/def2-TZVPD
Pd 0.8051 -0.6130 1.5736
S -0.1266 -3.6357 4.8095
As 0.5353 -1.6959 4.6924
S 2.1330 -1.4327 3.1559
S -0.9695 -0.6349 3.1919
S 0.7701 -0.4885 6.3501
Br -3.9336 0.8323 -11.2945
C -3.2381 0.6951 -9.5400
C -3.9681 1.2127 -8.4773
C -3.4622 1.1160 -7.1928
C -2.2372 0.4986 -6.9773
C -1.5188 -0.0110 -8.0452
C -2.0140 0.0846 -9.3394
N -1.6154 0.3271 -5.6725
N -2.3128 0.8025 -4.7612
C -1.7991 0.6893 -3.4408
C -2.6832 1.1684 -2.4976
C -2.4369 1.1557 -1.1244
C -1.2439 0.6457 -0.6275
O -0.9745 0.6171 0.6319
C -0.2805 0.1564 -1.6084
N 0.8649 -0.3096 -1.0770
C 1.7932 -0.7807 -1.8725
C 1.6435 -0.8163 -3.2648
C 0.4871 -0.3470 -3.8268
C -0.5429 0.1685 -2.9978
H -4.9241 1.6845 -8.6571
H -4.0108 1.5138 -6.3511
H -0.5640 -0.4848 -7.8550
H -1.4545 -0.3081 -10.1769
H -3.6199 1.5644 -2.8711
H -3.1692 1.5375 -0.4251
H 2.7032 -1.1437 -1.4029
H 2.4385 -1.2140 -3.8822
H 0.3420 -0.3626 -4.8939
C -0.3036 5.1778 4.3332
Si -1.7347 4.0518 4.7572
C -2.4754 4.5218 6.3954
C -3.0324 4.1354 3.4191
C -1.0802 2.2854 4.8439
Te -0.1852 1.6858 3.0002
C 1.8070 1.9256 3.6929
Si 3.0181 2.3278 2.2863
C 4.5632 2.9664 3.1018
C 3.4496 0.8629 1.2024
C 2.2593 3.6280 1.1841
H -0.6486 6.2033 4.1823
H 0.2047 4.8754 3.4113
H 0.4396 5.1898 5.1350
H -2.8355 5.5538 6.3663
H -1.7457 4.4459 7.2045
H -3.3230 3.8797 6.6439
H -3.2884 5.1721 3.1884
H -3.9467 3.6309 3.7419
H -2.7117 3.6673 2.4847
H -1.8961 1.5773 4.9997
H -0.3237 2.1216 5.6109
H 2.0853 1.0328 4.2510
H 1.7278 2.7638 4.3919
H 4.9589 2.2297 3.8051
H 4.3683 3.8887 3.6540
H 5.3417 3.1767 2.3643
H 4.0682 0.1335 1.7255
H 3.9912 1.2274 0.3244
H 2.5722 0.3210 0.8045
H 2.1119 4.5777 1.7058
H 1.2959 3.3162 0.7701
H 2.9212 3.8185 0.3355
C -0.2541 -6.8644 -0.0554
C -0.0838 -5.6442 -0.9516
N 0.8512 -4.6585 -0.4180
C 2.2668 -5.0012 -0.4617
C 2.8348 -5.4700 0.8767
C 0.4568 -3.4936 0.1604
C -1.0128 -3.1952 0.2218
N 1.2826 -2.6390 0.6649
H -1.0392 -7.5124 -0.4478
H -0.5289 -6.5637 0.9568
H 0.6631 -7.4517 0.0002
H -1.0458 -5.1695 -1.1136
H 0.2834 -5.9488 -1.9350
H 2.8269 -4.1380 -0.8351
H 2.3806 -5.7865 -1.2094
H 2.6399 -4.7508 1.6732
H 3.9142 -5.6098 0.7995
H 2.3892 -6.4173 1.1775
H -1.4517 -3.1550 -0.7758
H -1.1622 -2.2328 0.6985
H -1.5355 -3.9529 0.8076
H 2.2546 -2.9077 0.5962
```

Results
2S+1   1
LUMO   -1.52 eV

(b)
Density functional theory data (ωB97M-V/def2-TZVPD) for C29H45AsBrN5OPdS4Si2Te as an isolated structure.

```
90
C29H45AsBrN5OPdS4Si2Te, DFT ωB97M-V/def2-TZVPD
Pd 0.3714 0.0654 0.4242
S 3.7503 0.2674 -3.0234
As 1.8684 0.9993 -2.3963
S 2.3771 -1.0052 1.0368
S 0.5367 -0.7000 -1.7724
S 1.9987 2.0284 -0.4718
Br -4.1088 -4.5543 5.8031
C -4.9639 -3.6353 4.3718
C -4.5455 -2.3502 4.0546
C -5.1309 -1.6859 3.0068
C -6.1445 -2.3086 2.2381
C -6.5600 -3.6075 2.5986
C -5.9711 -4.2670 3.6486
N -6.6928 -1.7530 1.1421
N -6.3260 -0.6292 0.6658
C -5.1464 -0.2336 0.2456
C -4.8740 1.1362 0.0299
C -3.5890 1.5868 -0.0847
C -2.4633 0.7286 0.0385
O -1.2801 1.2251 0.0307
C -2.7203 -0.6845 0.1172
N -1.6755 -1.5456 0.1987
C -1.9051 -2.8356 0.0734
C -3.1635 -3.3808 -0.1544
C -4.2523 -2.5363 -0.1191
C -4.0557 -1.1711 0.0688
H -3.7665 -1.8777 4.6352
H -4.8239 -0.6799 2.7638
H -7.3233 -4.0849 2.0021
H -6.2813 -5.2657 3.9161
H -5.7060 1.8230 0.0257
H -3.3849 2.6391 -0.2165
H -1.0491 -3.4994 0.1575
H -3.2821 -4.4398 -0.3200
H -5.2509 -2.9247 -0.2564
C 2.2618 -5.9719 -1.9059
Si 2.4116 -4.3166 -2.8526
C 3.5463 -4.5411 -4.3585
C 0.6519 -3.7756 -3.3536
C 3.1330 -2.9691 -1.7033
Te 1.6117 -2.7794 -0.2220
C 2.6234 -4.1319 1.1358
Si 1.2533 -4.6905 2.3316
C 2.0049 -5.5521 3.8470
C 0.2852 -3.1397 2.8974
C 0.1053 -5.9290 1.4343
H 1.9587 -6.7602 -2.5857
H 1.5255 -5.9176 -1.1106
H 3.2045 -6.2744 -1.4637
H 3.1853 -5.3454 -4.9864
H 4.5579 -4.7877 -4.0584
H 3.5959 -3.6427 -4.9620
H 0.1797 -4.4810 -4.0333
H 0.6688 -2.8070 -3.8474
H 0.0051 -3.6797 -2.4790
H 3.2465 -2.0260 -2.2435
H 4.0735 -3.2252 -1.2176
H 3.4140 -3.5794 1.6439
H 3.0637 -4.9565 0.5868
H 2.6001 -4.8769 4.4484
H 2.6418 -6.3754 3.5481
H 1.2237 -5.9570 4.4784
H 0.9057 -2.5450 3.5655
H -0.6356 -3.3893 3.4207
H 0.0243 -2.5009 2.0469
H 0.6443 -6.8449 1.2074
H -0.2944 -5.5456 0.4983
H -0.7348 -6.2027 2.0665
C -1.9815 0.9170 5.0281
C -0.7069 0.0918 5.2142
N 0.4919 0.7722 4.7489
C 1.3902 1.2887 5.7675
C 0.9331 2.6244 6.3500
C 0.7105 0.9561 3.4293
C 1.8371 1.8348 2.9824
N -0.0145 0.4177 2.5073
H -2.8297 0.3619 5.4232
H -2.1663 1.1364 3.9788
H -1.9136 1.8604 5.5638
H -0.8079 -0.8725 4.6999
H -0.5711 -0.1249 6.2748
H 2.3887 1.3831 5.3447
H 1.4477 0.5454 6.5682
H 0.7907 3.3640 5.5644
H 1.6865 2.9951 7.0411
H 0.0000 2.5113 6.8948
H 2.7758 1.2786 2.9647
H 1.9496 2.7139 3.6104
H 1.6227 2.1655 1.9612
H -0.7823 -0.1673 2.8322
```

Results
2S+1   1
LUMO (alpha / beta)   -2.72 / -2.73 eV

Most stable structure, least stable structure: (a), (b).

(a)
Density functional theory data (ωB97M-V/def2-TZVPD) for the molecule C15H22N2O2.

```
41
C15H22N2O2, DFT ωB97M-V/def2-TZVPD
C -0.1679 1.7955 3.5659
C -0.5728 0.3626 3.2461
C 0.6403 -0.5599 3.1485
C 0.2418 -1.9866 2.7616
O -0.5056 -2.0797 1.5674
C 0.2176 -1.7888 0.3922
C -0.7537 -1.9715 -0.7780
O -1.1795 -3.3075 -0.8704
C -0.1101 -1.6023 -2.1251
N 0.3483 -0.2445 -2.1487
C 1.6381 0.2185 -2.0403
C 2.8213 -0.6774 -2.0287
N 1.7130 1.5149 -1.9814
C 0.4214 1.9737 -2.0463
C -0.0775 3.2705 -2.0264
C -1.4443 3.4311 -2.1160
C -2.3047 2.3378 -2.2290
C -1.8297 1.0413 -2.2500
C -0.4583 0.8718 -2.1515
H 0.4754 2.1949 2.7847
H 0.3715 1.8384 4.5099
H -1.0465 2.4311 3.6427
H -1.1152 0.3392 2.2989
H -1.2454 -0.0120 4.0209
H 1.3457 -0.1578 2.4178
H 1.1543 -0.6051 4.1106
H -0.4180 -2.4053 3.5262
H 1.1418 -2.6166 2.6871
H 1.0666 -2.4840 0.2914
H 0.5960 -0.7592 0.4003
H -1.6167 -1.3124 -0.5913
H -1.4420 -3.5814 0.0173
H 0.7259 -2.2782 -2.3132
H -0.8581 -1.7553 -2.9090
H 3.7131 -0.0617 -1.9628
H 2.8640 -1.2668 -2.9441
H 2.7931 -1.3574 -1.1786
H 0.5911 4.1124 -1.9467
H -1.8651 4.4258 -2.1031
H -3.3681 2.5116 -2.3032
H -2.5008 0.2008 -2.3459
```

Results
2S+1   1
LUMO   0.81 eV

(b)
Density functional theory data (ωB97M-V/def2-TZVPD) for a 2-piece molecular cluster, C15H22N2O2 overall.

```
41
C15H22N2O2, DFT ωB97M-V/def2-TZVPD
C 0.9139 2.8220 1.9051
C 2.2588 2.4097 1.0010
C 2.5921 3.4374 -0.2572
N 3.0073 1.2575 1.2738
C 2.2341 0.1630 0.5722
C 0.9444 -0.5405 1.3272
N 0.6980 -1.6442 0.5006
C -0.4639 -2.5771 0.7953
O -1.4895 -1.8780 1.5841
C -2.3888 -1.0680 0.7493
C -1.9557 -0.0148 -0.4293
C -3.0445 0.9046 -1.3049
C -4.6479 0.7702 -0.9752
C -5.1333 -0.3192 0.1959
C -4.0201 -1.2278 1.0487
C 1.6470 -1.8557 -0.6978
C 3.0206 -1.0014 -0.2721
C 3.4691 -0.3810 -1.7481
H 0.6668 2.0356 2.7358
H 0.0163 2.8096 1.1185
H 0.9998 3.9274 2.2788
H 1.9681 3.0089 -1.1803
H 3.7196 3.4146 -0.5702
H 2.1628 4.5228 -0.0726
H 1.6774 0.7850 -0.2815
H 0.3783 -0.1946 2.2958
H -0.8427 -3.0591 -0.2015
H -0.0751 -3.4725 1.4830
H -0.8310 0.1379 -0.7148
H -2.6245 1.6330 -2.1500
H -5.4099 1.4427 -1.5811
H -6.2819 -0.4949 0.4681
H -4.4221 -1.9866 1.8779
H 1.9599 -3.0071 -0.6731
H 1.1323 -1.4929 -1.7096
H 3.7996 -1.6906 0.2849
H 3.5505 -1.2538 -2.5258
H 2.6925 0.3923 -2.1809
H 4.4854 0.2201 -1.6013
O -3.4221 -3.6845 -1.5247
H -2.9416 -3.2500 -0.8439
```

Results
2S+1   1
LUMO   -1.94 eV

Most stable structure, least stable structure: (a), (b).

(a)
Density functional theory data (ωB97M-V/def2-TZVPD) for a 2-piece molecular cluster, C4H14N3 overall.

```
21
C4H14N3, DFT ωB97M-V/def2-TZVPD
N -0.2506 1.0384 1.1219
C 0.4526 -0.1873 1.3745
C 1.0215 -1.0887 0.1962
C 1.2803 -0.2211 -1.0764
N -0.0018 0.3408 -1.5180
C -0.5527 -1.1168 2.1237
N -0.6959 -0.4593 3.4986
H 0.2393 1.7564 1.6473
H -2.3263 2.4750 -7.5361
H -0.3232 0.9227 -0.7479
H 1.3328 -0.0880 2.0520
H 0.2203 -1.8186 -0.2529
H 1.9549 -1.6300 0.4493
H 1.6975 -0.9224 -1.7896
H 1.8776 0.7062 -0.7205
H -1.6892 2.8747 -7.4786
H 0.0049 0.7576 -2.4209
H -1.5176 -0.8809 1.6809
H -0.3723 -2.1521 1.9183
H -0.9738 0.5099 3.3224
H -1.3783 -0.8164 4.1559
```

Results
2S+1   2
LUMO (alpha / beta)   1.15 / -1.00 eV

(b)
Density functional theory data (ωB97M-V/def2-TZVPD) for a 2-piece molecular cluster, C4H14N3 overall.

```
21
C4H14N3, DFT ωB97M-V/def2-TZVPD
C 1.6447 -1.3743 2.0870
C -0.4984 -1.8991 1.0397
N 0.6843 -1.2097 1.0174
H 1.6308 -0.4999 2.7458
H 2.6383 -1.5480 1.6693
H 1.3444 -2.2076 2.7215
H -0.6746 -2.6177 1.8249
H -1.2685 -1.7337 0.3058
H 0.9645 -0.5519 0.2344
N 1.2640 0.3924 -1.0088
C -0.0978 0.6538 -1.5263
C -0.8527 1.5865 -0.6052
N -2.2564 1.6490 -1.0197
H 1.6851 1.2760 -0.7341
H 1.8640 0.0332 -1.7427
H -0.6031 -0.3110 -1.5869
H -0.0529 1.0231 -2.5546
H -0.7988 1.1747 0.4039
H -0.3771 2.5724 -0.6208
H -2.8130 2.0058 -0.2548
H -2.3582 2.3048 -1.7852
```

Results
2S+1   2
LUMO (alpha / beta)   0.91 / 0.90 eV

Most stable structure, least stable structure: (b), (a).